(1)
C33H25BrCl2HgN7O4 as an isolated structure. Source: the OMol25 dataset; level of theory: wB97M-V/def2-TZVPD.

The net charge is -2. For the energy above the lowest of the compared OMol25 structures with the same formula, charge and spin, the calculation gives 0.0 kJ/mol. As for the spin multiplicity: 2. Its HOMO energy (spin up / spin down) is -0.64 / -2.38 eV. For the molar mass, the calculation gives 935.0 g mol⁻¹. As for the electronic energy: -152512.828 eV.

The geometry in XYZ format:
```
73
Properties=species:S:1:pos:R:3:forces:R:3
Hg 0.63701 -1.20800 -1.90308 0.13 -0.07 0.07
N 0.46152 2.28829 1.36854 -0.36 -0.09 0.05
C 0.11017 1.33448 0.49347 -0.01 -0.01 -0.04
N 0.82831 0.90834 -0.49203 0.02 0.00 0.00
C 2.08462 1.47133 -0.71317 0.00 -0.06 0.00
N 2.86983 1.07307 -1.66439 -0.12 -0.01 0.05
N 2.42587 0.03641 -2.41631 -0.06 0.07 0.12
C 3.23061 -0.32034 -3.41188 0.06 0.00 0.01
C 2.95166 -1.41789 -4.24626 0.00 -0.05 -0.01
C 3.80178 -1.77627 -5.32936 0.00 0.01 0.01
C 3.47511 -2.83927 -6.12390 0.03 0.00 -0.02
C 2.30191 -3.57353 -5.86353 -0.03 -0.02 0.02
C 1.53244 -3.17797 -4.78055 0.03 0.00 -0.02
N 1.82977 -2.15509 -3.99453 0.01 0.02 -0.03
C 2.52511 2.54670 0.18401 0.03 -0.03 0.00
C 3.75851 3.18499 0.05397 0.01 0.02 0.01
C 4.13615 4.17979 0.93660 -0.02 -0.01 0.00
C 3.28105 4.55005 1.97435 0.01 0.00 -0.01
C 2.05675 3.92844 2.12691 -0.02 0.03 0.01
C 1.67952 2.92762 1.23177 0.12 0.10 0.09
H -0.21991 2.56571 2.09662 0.30 0.03 -0.10
H -0.86906 0.89760 0.65259 0.03 0.07 -0.01
H 4.13919 0.25596 -3.56022 -0.01 -0.01 -0.02
H 4.70049 -1.19736 -5.50882 0.00 0.01 0.00
H 4.12079 -3.11597 -6.95064 0.00 0.00 0.00
H 2.01000 -4.41854 -6.47160 -0.01 0.00 0.01
H 0.62154 -3.71001 -4.51755 -0.03 -0.02 -0.02
H 4.40699 2.86798 -0.75141 0.00 0.00 -0.01
H 5.09868 4.66420 0.82763 0.00 0.00 0.00
H 3.57660 5.32532 2.67092 0.00 0.00 0.00
H 1.37889 4.19165 2.92987 -0.01 -0.03 0.01
Cl -6.02030 1.70391 6.35492 -0.02 -0.01 0.01
C -4.49567 2.06943 5.57285 0.00 0.04 -0.03
C -3.34390 2.21627 6.35534 0.04 0.00 -0.02
C -2.15210 2.51171 5.75635 -0.04 -0.07 0.08
Cl -0.72958 2.66595 6.74948 0.01 0.01 0.00
C -1.98102 2.68967 4.32784 0.18 0.20 0.01
O -0.86446 2.96763 3.83553 -0.05 -0.13 -0.09
C -3.20508 2.52332 3.58470 -0.09 -0.17 -0.09
C -3.23908 2.60773 2.13066 0.14 0.08 0.21
O -2.30545 2.87138 1.40124 -0.18 -0.05 -0.19
C -4.41864 2.21649 4.21482 0.00 -0.02 0.00
H -3.39263 2.08957 7.42848 -0.01 0.01 0.00
H -4.24000 2.39924 1.69389 -0.01 0.02 -0.01
H -5.30431 2.08709 3.60237 -0.01 0.00 0.00
Br -3.21347 -1.63148 0.66168 -0.02 0.02 -0.05
C -1.56478 -1.36873 1.59062 -0.04 -0.03 0.16
C -1.58096 -0.68717 2.79867 0.03 -0.03 0.03
C -0.35728 -0.50677 3.43154 -0.10 0.00 -0.03
C 0.78344 -1.03685 2.85269 -0.04 0.02 -0.02
C 0.67526 -1.70164 1.63584 0.03 0.07 0.03
N -0.49425 -1.84805 1.00899 -0.05 -0.03 -0.06
C 1.92514 -2.28885 0.97587 0.24 -0.01 0.10
O 2.84071 -2.57777 1.75650 -0.01 -0.03 0.01
O 1.90823 -2.42330 -0.27566 -0.06 0.02 -0.20
H -2.50435 -0.31399 3.21598 -0.02 0.06 0.00
H -0.30583 0.05227 4.35908 0.00 0.00 -0.03
H 1.75929 -0.94618 3.30551 0.02 -0.02 0.00
C -2.16873 0.01538 -3.29906 -0.01 -0.01 0.01
C -2.24558 -1.44677 -3.00349 0.01 -0.02 -0.04
C -3.23266 -2.36155 -3.30144 -0.01 0.03 0.05
C -2.78221 -3.61875 -2.81364 -0.04 -0.03 -0.02
C -1.54468 -3.40945 -2.24205 -0.03 -0.03 0.08
C -0.67174 -4.36856 -1.49821 0.02 0.01 0.01
N -1.22368 -2.08728 -2.36181 0.01 0.11 0.01
H -3.13691 0.38884 -3.63618 0.00 -0.01 -0.01
H -1.43078 0.23721 -4.07699 0.01 0.00 0.01
H -1.88332 0.58323 -2.40889 0.00 0.01 0.01
H -4.16606 -2.14366 -3.80033 -0.01 0.00 -0.01
H -3.30901 -4.56190 -2.84374 0.00 -0.01 -0.01
H -0.75093 -5.37106 -1.92474 -0.01 -0.01 0.01
H -0.95061 -4.42150 -0.44129 0.01 0.02 -0.03
H 0.37610 -4.06270 -1.52197 0.00 -0.01 -0.02
```
Forces are in eV/Å.

=====

(2)
C33H25BrClN4O10V as an isolated structure. Source: the OMol25 dataset; level of theory: wB97M-V/def2-TZVPD.

The net charge is +2. For the energy above the lowest of the compared OMol25 structures with the same formula, charge and spin, the calculation gives 0.0 kJ/mol. As for the spin multiplicity: 1. Its HOMO energy is -13.90 eV. For the molar mass, the calculation gives 803.9 g mol⁻¹. As for the electronic energy: -169294.392 eV.

The geometry in XYZ format:
```
75
Properties=species:S:1:pos:R:3:forces:R:3
V 0.65498 1.22465 0.60679 0.00 0.65 -0.09
O 1.63549 4.35543 2.94545 -0.02 -0.01 -0.01
C 1.48418 3.27595 2.47230 0.07 0.05 0.05
N 0.60293 2.95951 1.39866 0.12 -0.19 -0.03
C -0.35080 3.92611 1.00905 -0.05 0.02 0.01
O -0.72233 4.86644 1.63598 0.01 0.00 -0.02
C -0.83586 3.57844 -0.35750 0.00 0.00 0.01
C -1.59679 4.42655 -1.12689 0.01 0.00 0.00
C -1.88893 4.03456 -2.42600 -0.01 0.01 0.00
C -1.39911 2.82261 -2.89019 0.00 -0.01 -0.01
C -0.66000 2.01292 -2.04863 -0.04 0.00 -0.01
N -0.39913 2.38861 -0.78816 -0.06 -0.04 0.08
C 2.25566 2.06987 2.88787 0.01 -0.02 0.03
C 3.14395 2.06959 3.93903 -0.01 0.00 -0.01
C 3.76059 0.87123 4.26884 0.00 0.00 0.00
C 3.45620 -0.27381 3.54565 -0.01 0.01 0.00
C 2.56334 -0.19194 2.49483 0.00 -0.01 0.00
N 1.99060 0.97358 2.17401 -0.07 -0.02 -0.03
H -1.91959 5.36886 -0.70584 0.00 0.00 0.00
H -2.47530 4.67379 -3.07234 0.00 0.00 0.00
H -1.58136 2.49462 -3.90339 0.00 0.00 0.01
H -0.25784 1.06676 -2.37912 0.00 0.01 0.00
H 3.32380 2.99296 4.47201 0.00 0.00 0.01
H 4.46578 0.82685 5.08772 0.00 0.00 0.00
H 3.90975 -1.22521 3.78300 0.00 0.00 0.00
H 2.31297 -1.05053 1.88757 0.00 0.00 0.00
C -2.16570 -2.65625 -4.43788 0.00 0.00 0.01
O -0.98359 -2.43146 -3.66070 0.00 -0.01 -0.02
C -0.21994 -1.36786 -3.96060 0.01 0.02 0.01
C -0.53921 -0.39951 -4.91077 -0.02 0.00 0.01
C 0.35894 0.61789 -5.20162 0.00 0.01 -0.01
C 1.58936 0.69818 -4.56328 -0.01 0.00 -0.01
C 1.91776 -0.25616 -3.61766 -0.01 0.00 0.01
C 1.01047 -1.25280 -3.29529 -0.01 0.03 -0.01
N 1.42870 -2.27329 -2.37875 0.03 -0.04 0.03
C 0.78021 -2.79716 -1.39614 0.07 0.01 -0.03
C -0.50014 -2.34530 -0.89178 -0.08 0.00 -0.01
C -1.50442 -3.30351 -0.74044 0.00 0.01 0.01
C -2.79881 -2.91799 -0.44315 0.01 -0.03 0.00
C -3.08575 -1.57046 -0.27350 0.00 0.04 0.00
C -2.08327 -0.61041 -0.33287 -0.04 -0.04 0.02
C -0.78010 -0.99639 -0.60983 0.11 -0.12 -0.03
O 0.27026 -0.14607 -0.52211 0.08 0.07 0.09
H -2.57559 -3.59626 -4.08353 -0.01 0.00 0.00
H -1.92108 -2.73950 -5.49669 0.00 0.00 0.00
H -2.88902 -1.85579 -4.27689 0.00 0.00 -0.01
H -1.47166 -0.46267 -5.45260 0.01 0.00 0.00
H 0.10054 1.34192 -5.96372 0.00 0.00 0.00
H 2.29574 1.47678 -4.81322 0.00 0.00 0.00
H 2.88098 -0.23329 -3.12921 0.01 0.01 0.01
H 2.34576 -2.66454 -2.57431 0.00 0.00 0.01
H 1.24392 -3.67658 -0.95807 -0.02 0.00 0.01
H -1.27164 -4.34802 -0.91015 0.00 0.00 0.00
H -3.57955 -3.65995 -0.35242 0.00 0.00 0.00
H -4.09835 -1.26031 -0.05116 0.00 0.00 0.00
H -2.31022 0.42538 -0.12443 0.00 0.01 -0.02
Br -2.56163 -4.57196 5.71919 0.00 0.01 -0.01
C -2.01576 -2.97518 4.90301 0.00 0.00 0.00
C -1.65224 -2.98579 3.56027 -0.01 -0.01 0.00
C -1.25181 -1.81108 2.95473 0.02 0.00 0.00
C -1.20942 -0.62828 3.69331 -0.04 0.05 0.12
C -1.57643 -0.62893 5.04235 0.01 -0.02 0.00
C -1.98126 -1.80109 5.64824 -0.01 0.00 0.00
C -0.77469 0.64628 3.12785 -0.02 0.07 -0.28
O -0.63038 1.69776 3.65752 0.02 0.00 0.06
O -0.49087 0.55637 1.72179 0.08 -0.22 0.00
H -1.68933 -3.91057 3.00175 0.00 0.00 0.00
H -0.97559 -1.81522 1.90957 0.00 0.00 0.01
H -1.54275 0.29486 5.60429 0.00 0.00 0.00
H -2.27062 -1.81166 6.68937 0.00 0.00 0.00
O 3.29246 -0.52998 -0.48399 0.03 -0.07 -0.02
Cl 3.62317 0.85901 -0.55007 -0.11 0.06 -0.05
O 4.09900 1.25407 -1.81344 0.05 0.00 -0.04
O 4.42758 1.28172 0.52616 0.01 0.00 0.09
O 2.26275 1.60267 -0.39980 -0.18 -0.24 0.08
```
Forces are in eV/Å.

=====

(3)
C33H25CdN3O3S as an isolated structure. Source: the OMol25 dataset; level of theory: wB97M-V/def2-TZVPD.

The net charge is -2. As for the spin multiplicity: 1. Its HOMO energy is -1.21 eV. For the molar mass, the calculation gives 656.1 g mol⁻¹. As for the electronic energy: -60639.335 eV.

The geometry in XYZ format:
```
66
Properties=species:S:1:pos:R:3:forces:R:3
Cd 1.04817 -0.23660 -0.53400 0.40 0.20 -0.45
C 2.18037 2.30450 -1.14520 0.36 0.00 -0.32
C 2.26767 1.83420 0.18600 0.52 -0.12 0.18
C 1.32907 2.55960 0.94670 -0.10 0.04 0.56
C 0.65927 3.42880 0.09720 -0.29 0.44 0.24
C 1.18277 3.27070 -1.19170 -0.10 0.34 -0.61
H 2.82377 2.01160 -1.96700 -0.09 -0.09 0.01
H 3.09617 1.27490 0.60150 -0.02 -0.13 0.00
H 1.21007 2.49340 2.02120 -0.08 -0.11 0.00
H -0.13213 4.11550 0.37410 -0.05 -0.06 0.02
H 0.86567 3.81320 -2.07440 -0.05 -0.06 -0.03
C 5.11717 -1.15970 -1.75390 -0.12 -0.01 -0.43
O 5.82537 -1.38460 -0.55640 -0.25 -0.17 0.71
C 5.15407 -1.23590 0.65890 0.37 0.07 -0.17
C 5.98697 -1.08960 1.74470 -0.10 -0.01 -0.17
C 5.47597 -0.96490 3.03510 0.09 -0.01 0.21
C 4.11037 -0.97010 3.20910 -0.04 0.04 0.11
C 3.22397 -1.09790 2.13590 0.63 0.14 -0.40
C 1.81167 -1.14680 2.42720 -0.79 -0.17 0.09
N 0.88507 -1.03630 1.54790 0.44 -0.21 0.23
N -0.41883 -1.18750 1.90940 -0.59 0.19 0.83
C -1.15963 -1.62010 0.89880 0.64 -0.49 0.15
O -0.74693 -2.01380 -0.21940 -0.16 0.12 -0.09
C -2.62863 -1.68550 1.16390 -0.38 -0.04 -0.17
C -3.20483 -1.49240 2.41480 0.17 0.02 -0.06
C -4.57763 -1.55350 2.56610 -0.20 -0.01 0.13
C -5.39703 -1.79330 1.47280 -0.16 -0.03 -0.03
C -4.83053 -1.98180 0.22190 -0.24 -0.03 0.02
C -3.45953 -1.94160 0.07510 0.26 0.00 -0.03
C 3.72197 -1.27420 0.79420 0.22 -0.19 0.37
O 2.97177 -1.51330 -0.20390 -0.11 0.03 -0.35
H 5.88317 -1.13470 -2.53740 -0.07 0.06 0.04
H 4.57967 -0.20720 -1.73090 0.01 -0.08 -0.07
H 4.40157 -1.96240 -1.95080 0.09 0.22 -0.06
H 7.05497 -1.08340 1.56360 0.05 0.01 -0.02
H 6.14977 -0.86970 3.87850 -0.04 0.03 0.02
H 3.69587 -0.86680 4.20680 -0.04 -0.01 0.04
H 1.53977 -1.34830 3.47860 -0.11 0.06 -0.31
H -2.55553 -1.29370 3.25250 0.09 0.05 0.09
H -5.02273 -1.41230 3.54410 0.02 0.03 0.04
H -6.47363 -1.83990 1.59210 -0.02 0.04 0.04
H -5.46133 -2.15680 -0.64120 -0.03 -0.02 -0.03
H -2.99173 -2.10150 -0.88630 0.06 0.02 -0.04
S -3.48243 1.04400 -2.03320 0.43 0.02 0.30
C -3.56983 1.58660 -0.39250 0.46 -0.19 -0.13
C -4.67063 2.06210 0.29180 -0.14 0.06 0.11
C -4.50203 2.43140 1.61330 -0.20 0.00 -0.05
C -3.26253 2.30470 2.23730 0.00 0.05 0.09
C -2.16543 1.81620 1.55980 0.20 -0.09 -0.12
C -2.30193 1.45100 0.22220 -1.28 0.51 0.20
N -1.33473 0.95210 -0.58630 0.95 -0.48 -0.39
C -1.73533 0.67580 -1.77030 -1.36 0.50 0.49
C -0.97673 0.10180 -2.84710 0.83 -0.45 -0.77
C -1.60463 -0.07410 -4.08550 0.00 0.12 0.28
C -0.92453 -0.64430 -5.13700 -0.05 -0.01 -0.25
C 0.39777 -1.02220 -4.95250 0.12 -0.08 -0.11
C 1.00727 -0.85630 -3.71810 0.15 0.11 0.09
C 0.35927 -0.29140 -2.61440 -0.45 -0.18 -0.18
H -5.63383 2.11940 -0.19860 -0.05 0.07 0.05
H -5.34993 2.80640 2.16890 -0.07 0.03 0.09
H -3.16943 2.58780 3.27780 0.06 -0.01 0.04
H -1.20453 1.68750 2.02810 0.16 0.00 0.08
H -2.63423 0.24220 -4.21090 -0.02 -0.05 -0.13
H -1.41783 -0.79530 -6.09090 0.02 0.03 -0.01
H 0.94737 -1.45440 -5.78400 0.02 -0.04 0.04
H 2.03727 -1.18130 -3.60400 0.03 -0.03 -0.02
```
Forces are in eV/Å.

=====

- What is the net charge in the first record?
  -2

=====

- Which of these has the highest molar mass?
  C33H25BrCl2HgN7O4

=====

- Look up the molar mass of the third one.
  656.1 g mol⁻¹